No. 1
# C9H13NO2

2 unconnected molecules or ions with the total composition C9H13NO2 (ωB97M-V with the def2-TZVPD basis set, OMol25).

## Properties
E_LUMO (spin up / spin down): -4.31 / -8.02 eV
Frontier orbital gap (spin up / spin down): 8.33 / 4.62 eV
Expectation value of S²: 0.77
Charge: +1
Energy relative to the best compared isomer or geometry (same formula, charge and spin): 214.9 kJ/mol
E_tot: -555.64417 hartree
Multiplicity: 2
Molar mass: 167.21 g mol⁻¹

Cartesian coordinates (Å):
C -0.387810 -3.200466 -0.867976
C 0.773144 -0.091932 -2.572827
C 0.771726 -1.357256 -2.081943
C -0.124158 0.908213 -2.074845
C -0.238215 -1.724564 -1.193573
C -1.206401 0.477419 -1.264361
C -1.327497 -0.866831 -0.901273
O 0.123838 2.225007 -2.014889
H 1.617722 0.331297 -3.104146
H 1.497042 -2.125408 -2.298424
H 0.275670 2.499381 -2.971583
H -1.844411 1.297443 -0.823835
H -1.483429 -3.386021 -0.735313
H 0.236541 -3.464767 -0.022387
H -2.207568 -1.122188 -0.266148
H -0.104879 -3.872455 -1.739262
C 0.558834 1.645943 3.882318
C 0.889772 1.467393 2.449347
O 2.017504 1.461888 2.077706
N -0.254539 1.518181 1.554755
H -0.054038 1.580763 0.549103
H -0.900757 0.729794 1.734018
H 0.024660 2.581637 4.082821
H 1.538502 1.568156 4.339729
H -0.191251 0.919372 4.262988

Atomic forces in eV per Å
-0.976 0.068 -1.271
1.426 1.320 -0.311
0.168 0.882 -0.149
-0.295 -0.604 2.021
-2.171 -2.463 -0.488
-0.984 -0.249 1.241
-0.211 2.459 0.554
-0.390 -0.854 -3.005
0.049 -0.452 -0.461
0.355 0.310 -0.335
0.511 0.268 1.536
0.404 -1.194 -0.767
1.073 -0.082 0.542
-0.122 -0.259 0.363
1.022 -0.254 -0.617
0.055 1.019 0.938
-0.961 -0.617 0.653
-2.084 0.881 -0.852
1.112 -0.135 -1.026
0.180 -1.047 0.180
0.443 -0.137 0.961
0.368 0.939 0.009
0.589 0.157 -0.277
-0.318 0.087 0.770
0.760 -0.045 -0.208

Atom charges from the Löwdin analysis, given in e for atoms 1 to 8:
1. C -0.003
2. C 0.067
3. C 0.019
4. C -0.242
5. C -0.180
6. C 0.021
7. C 0.026
8. O 0.143

No. 2
# C27H22BBrO7

A single C27H22BBrO7 molecule (ωB97M-V with the def2-TZVPD basis set, OMol25).

## Properties
E_LUMO: -1.78 eV
Frontier orbital gap: 6.91 eV
SMILES string: O=COCCc1cc(B(O)O)c2c(c1)C(=O)c1c(CC(=O)Br)cc(CCc3ccccc3)cc1C2=O
E_tot: -4166.57228 hartree
Multiplicity: 1
Molar mass: 549.18 g mol⁻¹

Cartesian coordinates (Å):
O -4.541744 2.084471 4.508351
C -4.866655 1.944727 3.219642
O -5.516384 3.008336 2.387436
C -4.491761 3.632645 1.508412
C -4.892479 3.524084 -0.111899
C -3.599621 2.714311 -0.797708
C -2.229549 3.644964 -0.980806
C -0.877974 2.944669 -1.593613
B 0.522051 3.850212 -1.739094
O 1.258567 4.386081 -0.545297
O 1.014025 4.048869 -3.134824
C -0.973681 1.352295 -1.997392
C -2.354561 0.423438 -1.825500
C -3.708508 1.129407 -1.209242
C -2.292387 -1.195018 -2.244168
O -3.261265 -1.799274 -2.938957
C -0.889920 -1.959737 -1.746738
C -0.878302 -3.486977 -1.106359
C -2.253718 -4.375195 -0.934070
C -2.845953 -4.417096 0.596346
O -3.957272 -3.708437 0.890265
Br -1.998634 -5.522267 2.032955
C 0.626258 -4.035825 -0.624016
C 1.995026 -3.096950 -0.776220
C 3.500827 -3.595076 -0.258648
C 3.591082 -3.070435 1.326654
C 4.160349 -1.540114 1.474113
C 5.772115 -1.245602 1.799105
C 6.383773 0.268215 1.980166
C 5.457369 1.635372 1.814450
C 3.845398 1.364461 1.499801
C 3.223925 -0.162305 1.357455
C 1.959695 -1.581868 -1.459703
C 0.489466 -1.032130 -1.933918
C 0.343171 0.502783 -2.583385
O 1.185744 0.977471 -3.509910
H -4.652790 0.900694 2.720005
H -3.497069 2.999674 1.696944
H -4.219814 4.736174 1.807751
H -5.901703 2.940897 -0.239155
H -4.954084 4.637003 -0.528962
H -2.216439 4.776247 -0.679353
H 0.969981 3.908722 0.289713
H 2.010932 4.252411 -3.042561
H -4.709137 0.500557 -1.055228
H -1.983345 -5.498796 -1.231153
H -3.132920 -4.061246 -1.638869
H 0.689881 -5.129811 -0.161718
H 3.564125 -4.766883 -0.196288
H 4.380905 -3.089212 -0.840591
H 2.471831 -3.055991 1.720524
H 4.181068 -3.807741 2.019241
H 6.454540 -2.193644 1.917758
H 7.526236 0.447143 2.223569
H 5.917073 2.719038 1.932215
H 3.182329 2.352006 1.406910
H 2.058432 -0.233679 1.118993
H 2.961495 -0.946071 -1.583429

Atomic forces in eV per Å
-2.433 -0.458 -8.679
1.209 1.183 5.802
2.510 -1.672 1.334
1.520 -0.879 -0.424
1.417 -0.299 0.585
1.711 -0.446 -1.182
0.167 -4.928 -1.260
-3.972 -1.955 0.814
1.248 0.125 -0.892
-2.225 -2.258 -1.901
1.134 0.057 4.685
-1.986 0.341 0.840
0.155 3.245 1.071
3.768 2.075 -0.627
-2.681 -1.816 -2.204
5.848 3.680 4.554
1.932 -0.562 0.737
3.470 2.802 -0.398
0.870 -1.140 -0.002
-6.193 4.589 0.423
7.643 -4.921 -1.825
-0.571 0.968 -1.472
-0.377 3.290 -1.385
-2.066 1.208 -1.578
-1.299 0.457 1.370
-0.860 1.050 0.308
2.022 4.328 0.675
-2.578 2.695 -0.335
-3.425 0.153 -0.863
-2.067 -5.006 -0.398
2.881 -2.333 0.566
3.078 0.589 0.335
-4.051 -2.456 0.296
0.618 -2.504 1.343
2.319 1.447 -3.073
-5.126 -3.016 6.113
-0.560 2.225 0.508
-1.971 1.519 -0.701
-1.009 -2.141 -0.342
2.069 1.200 0.212
0.059 -2.643 0.671
-0.148 -2.467 -0.628
0.291 0.901 -1.614
-2.248 -0.237 -0.371
2.497 1.627 -0.412
-0.458 2.425 0.777
1.864 -0.123 1.522
-0.035 2.685 -1.082
-0.111 2.373 -0.530
-1.921 -1.190 0.814
2.410 -0.030 -0.688
-0.861 1.532 -1.489
-1.332 2.216 -0.217
-2.633 -0.692 -0.575
-1.142 -2.623 -0.282
1.364 -2.672 0.152
2.855 0.029 0.633
-2.595 -1.549 0.286

Atom charges from the Löwdin analysis, given in e for atoms 1 to 8:
1. O -0.026
2. C -0.138
3. O -0.154
4. C -0.187
5. C -0.129
6. C -0.122
7. C 0.041
8. C 0.017

No. 3
# C24H41NP2Yb

A molecular structure, C24H41NP2Yb (ωB97M-V with the def2-TZVPD basis set, OMol25).

## Properties
E_LUMO (spin up / spin down): -2.96 / -3.20 eV
Frontier orbital gap (spin up / spin down): 6.36 / 6.11 eV
Expectation value of S²: 0.75
Charge: +1
E_tot: -2834.82703 hartree
Multiplicity: 2
Molar mass: 578.59 g mol⁻¹

Cartesian coordinates (Å):
Yb 2.214232 -0.493425 1.162164
C -0.422750 -0.890545 2.932844
C -0.245860 -2.134617 2.277903
C 1.693919 -1.648530 3.404365
C 0.790157 -0.566819 3.587496
C 1.057076 -2.597156 2.553760
C -1.682112 -0.105780 3.004182
H -1.515346 0.961921 2.795174
H -2.147974 -0.151405 4.004946
H -2.437166 -0.479869 2.297784
C 1.087761 0.675269 4.341377
H 0.159520 1.123234 4.707218
H 1.598097 1.443265 3.740919
H 1.734455 0.454615 5.197582
C 3.116623 -1.652166 3.813020
H 3.235991 -1.117007 4.763860
H 3.823579 -1.157823 3.107066
H 3.491837 -2.676213 3.943333
C 1.666567 -3.839672 2.013944
H 2.469721 -4.193606 2.668370
H 2.091288 -3.743156 0.998378
H 0.902081 -4.623449 1.948497
C -1.257383 -2.838613 1.455629
H -1.177363 -3.926274 1.578863
H -1.151860 -2.622968 0.379802
H -2.273958 -2.557190 1.751967
C -2.513044 3.079576 0.158624
C -3.641878 2.420324 -0.142108
C -3.806001 1.381228 -1.204677
C -2.922205 1.610351 -2.472121
C -1.691822 0.656571 -2.360243
C -1.587837 0.397085 -0.928473
C -0.807574 1.267613 -0.054178
C -1.121862 2.777290 -0.310985
H -4.858859 1.280956 -1.497241
H -2.599010 2.653700 -2.546325
H -3.587243 0.390951 -0.754998
H -0.973673 3.015229 -1.375435
H -2.554927 3.915291 0.860513
H -4.552469 2.628896 0.433269
H -0.371221 3.363461 0.245804
H -1.097820 1.025074 0.969941
H -1.716395 -0.641232 -0.580918
H 0.297173 1.115229 -0.071975
H -3.498515 1.364996 -3.374618
H -1.959737 -0.284902 -2.901352
P 0.038339 1.078138 -2.947453
C 0.073145 2.830411 -3.468903
C -0.129112 0.343008 -4.627445
P 1.400978 -0.928695 -1.141444
C 1.598074 0.507139 -2.335755
C 0.655100 -2.195968 -2.248759
C 3.198824 -1.137857 -0.974779
H 0.732057 3.434224 -2.835111
H -0.918392 3.303010 -3.531680
H 0.495356 2.863393 -4.486286
H 0.348115 1.015094 -5.348494
H -1.189073 0.251961 -4.899483
H 0.345835 -0.636759 -4.707272
H 3.587347 -1.320396 -1.998399
H 3.413899 -2.018521 -0.331167
H 3.645266 -0.207561 -0.522756
H 2.135155 1.361881 -1.884244
H 2.217547 0.181182 -3.200984
H 1.109643 -3.176200 -2.010653
H 0.759186 -2.029730 -3.332889
H -0.432218 -2.273779 -2.035882
N 3.052531 2.867661 1.342053
C 2.606153 1.828633 1.004842

Atomic forces in eV per Å
-1.368 -0.558 4.867
0.821 0.024 -0.349
0.578 0.589 -0.039
-0.566 0.268 -0.886
0.077 -0.484 -0.461
0.251 0.626 -0.077
-0.597 0.355 0.262
-0.152 -0.228 0.150
0.186 -0.016 -0.285
0.183 0.175 0.106
0.025 0.460 0.410
0.169 0.037 0.107
-0.074 -0.089 0.126
-0.160 0.183 -0.008
0.424 -0.283 0.573
0.182 -0.133 -0.237
0.077 0.026 0.000
0.027 0.291 0.004
0.029 -0.568 0.048
-0.102 -0.099 -0.170
-0.001 -0.052 0.069
0.282 -0.048 -0.029
-0.449 -0.420 -0.216
-0.076 0.166 -0.102
-0.096 -0.121 0.122
0.128 -0.087 -0.123
-0.587 0.382 0.246
0.120 0.583 0.363
-0.326 -0.338 -0.376
-0.074 0.145 -0.558
-0.093 -0.998 0.566
1.986 -2.696 1.138
-0.258 1.256 0.598
0.685 -0.515 0.085
0.165 0.396 -0.041
-0.375 -0.163 0.091
-0.243 0.358 -0.322
-0.061 0.056 0.464
-0.237 -0.418 0.072
0.395 0.223 -0.303
-0.421 -0.078 -0.215
0.253 0.155 -0.046
-0.119 0.533 -0.103
-0.452 0.145 -0.244
0.226 0.153 0.167
0.470 0.664 0.356
-2.597 1.235 -3.822
0.803 0.507 -0.091
0.254 -0.059 -0.206
-1.444 0.409 -2.359
0.541 -0.113 0.634
0.050 -0.673 -0.088
1.006 -0.935 -1.074
-0.271 -0.045 0.018
0.297 -0.402 0.223
-0.059 -0.044 0.437
0.003 -0.302 0.087
0.325 0.062 0.124
-0.163 0.104 -0.012
0.379 0.102 0.895
0.230 0.229 -0.414
-0.019 -0.603 -0.866
-0.317 -0.405 0.260
-0.617 0.171 0.288
-0.289 0.358 -0.082
0.270 -0.013 0.520
0.679 0.093 0.079
-0.957 -2.015 -0.805
1.044 2.483 0.455

Atom charges from the Löwdin analysis, given in e for atoms 1 to 8:
1. Yb 1.058
2. C -0.251
3. C -0.264
4. C -0.366
5. C -0.306
6. C -0.329
7. C -0.060
8. H 0.069

No. 4
# C4H10O2

2 unconnected molecules or ions with the total composition C4H10O2 (ωB97M-V with the def2-TZVPD basis set, OMol25).

## Properties
E_LUMO: 0.82 eV
Frontier orbital gap: 10.45 eV
SMILES string: CCC(C)=O.O
Energy relative to the best compared isomer or geometry (same formula, charge and spin): 73.6 kJ/mol
E_tot: -308.87012 hartree
Multiplicity: 1
Molar mass: 90.12 g mol⁻¹

Cartesian coordinates (Å):
O 1.739899 -1.180269 1.807949
C 2.364039 -0.681350 0.863690
C 3.881839 -0.849170 0.630540
C 0.000000 0.000000 0.000000
C 1.501539 0.212870 -0.085080
H 4.157498 -0.279590 -0.272900
H 4.228999 -1.889189 0.510300
H 4.397648 -0.404170 1.498009
H -0.257960 0.146430 1.062370
H -0.320960 -1.010560 -0.303910
H -0.553210 0.740640 -0.601680
H 1.930209 0.160460 -1.104370
H 1.649489 1.243959 0.289650
O 3.849669 -1.771079 6.543018
H 3.268449 -2.190819 7.217008
H 3.231099 -1.294520 5.944257

Atomic forces in eV per Å
1.903 0.457 -1.327
-2.208 -0.621 1.032
-0.494 0.648 -0.121
-0.226 -0.322 0.407
1.271 0.191 -0.116
0.028 -0.250 0.380
-0.504 0.365 0.189
-0.146 -0.244 -0.307
-0.226 -0.197 -0.498
0.185 0.387 0.149
0.345 -0.273 0.196
-0.331 0.104 0.364
0.406 -0.239 -0.326
-1.213 0.074 0.109
0.593 0.472 -0.765
0.617 -0.551 0.635

Atom charges from the Löwdin analysis, given in e for atoms 1 to 8:
1. O 0.032
2. C -0.395
3. C -0.017
4. C -0.120
5. C -0.206
6. H 0.071
7. H 0.087
8. H 0.087

> What is the molar mass in the fourth record?

90.12 g mol⁻¹